Entry 1:
Here is a molecular structure, C40H42GeLiN4O2P from the Open Molecules 2025 dataset. Energies are from wB97M-V/def2-TZVPD.

As for the spin multiplicity: 1. For the gap between HOMO and LUMO, the calculation gives 8.5566 eV. Its largest force on an atom is 0.56 eV/Å.

Last column: Löwdin charge in e.
Positions of all 91 atoms, in Å:
Li1 -1.020 -0.128 -2.976  0.524
N1 1.885 1.752 -3.813  -0.143
P1 1.869 0.049 -3.572  1.046
C1 2.257 -0.144 -1.782  -0.363
C2 3.402 0.398 -1.194  -0.093
C3 3.622 0.267 0.166  -0.077
C4 2.704 -0.417 0.960  -0.076
C5 1.573 -0.971 0.387  -0.059
C6 1.351 -0.828 -0.978  -0.096
C7 3.503 -0.369 -4.280  -0.380
C8 4.144 0.417 -5.232  -0.102
C9 5.357 0.015 -5.781  -0.088
C10 5.937 -1.179 -5.387  -0.092
C11 5.299 -1.975 -4.442  -0.083
C12 4.093 -1.574 -3.896  -0.106
C13 0.748 2.514 -3.554  -0.384
C14 0.872 3.898 -3.394  -0.024
C15 -0.260 4.638 -3.145  -0.066
C16 -1.491 3.999 -3.057  -0.061
C17 -1.512 2.633 -3.221  -0.143
N2 -0.425 1.891 -3.472  0.057
H1 2.748 2.241 -3.614  0.094
H2 4.136 0.914 -1.805  0.106
H3 4.506 0.704 0.614  0.105
H4 2.863 -0.496 2.028  0.103
H5 0.845 -1.489 1.000  0.092
H6 0.437 -1.230 -1.398  0.064
H7 3.687 1.339 -5.570  0.094
H8 5.843 0.637 -6.521  0.102
H9 6.882 -1.491 -5.813  0.101
H10 5.747 -2.909 -4.129  0.103
H11 3.614 -2.195 -3.146  0.106
H12 1.846 4.364 -3.464  0.108
H13 -0.186 5.710 -3.011  0.109
H14 -2.399 4.538 -2.833  0.106
H15 -2.440 2.085 -3.129  0.095
N3 -3.156 -0.481 -3.945  -0.020
C18 -3.287 -1.921 -4.186  -0.273
C19 -2.249 -2.691 -3.387  -0.272
N4 -0.904 -2.161 -3.664  -0.054
H16 -3.307 -0.287 -2.958  0.049
H17 -3.843 0.034 -4.480  0.077
H18 -3.137 -2.104 -5.254  0.110
H19 -4.276 -2.317 -3.929  0.109
H20 -2.345 -3.758 -3.612  0.110
H21 -2.438 -2.549 -2.321  0.104
H22 -0.690 -2.244 -4.653  0.079
H23 -0.197 -2.698 -3.175  0.069
O1 -2.177 1.788 -0.337  -0.004
C20 -2.292 0.565 -0.429  -0.675
O2 -1.849 -0.145 -1.395  -0.186
C21 -3.095 -0.190 0.625  -0.174
C22 -3.080 0.454 2.010  -0.254
Ge1 -1.601 0.047 3.229  1.011
C23 -1.096 -1.834 3.140  -0.284
C24 0.203 -2.247 3.432  -0.124
C25 0.542 -3.594 3.443  -0.085
C26 -0.422 -4.553 3.165  -0.093
C27 -1.722 -4.160 2.878  -0.087
C28 -2.054 -2.811 2.867  -0.111
C29 -2.236 0.341 5.055  -0.273
C30 -2.659 1.615 5.442  -0.106
C31 -3.117 1.856 6.728  -0.093
C32 -3.156 0.823 7.655  -0.099
C33 -2.739 -0.447 7.289  -0.092
C34 -2.284 -0.685 5.997  -0.101
C35 -0.042 1.193 3.027  -0.266
C36 0.862 1.300 4.087  -0.121
C37 1.998 2.091 3.979  -0.096
C38 2.235 2.803 2.811  -0.100
C39 1.337 2.719 1.758  -0.086
C40 0.207 1.915 1.859  -0.084
H24 -2.771 -1.232 0.626  0.088
H25 -4.126 -0.190 0.251  0.118
H26 -3.981 0.175 2.564  0.068
H27 -3.107 1.539 1.891  0.073
H28 0.965 -1.506 3.652  0.090
H29 1.557 -3.895 3.670  0.102
H30 -0.162 -5.603 3.175  0.099
H31 -2.480 -4.904 2.667  0.100
H32 -3.077 -2.523 2.648  0.101
H33 -2.621 2.436 4.733  0.104
H34 -3.440 2.851 7.011  0.099
H35 -3.511 1.010 8.661  0.098
H36 -2.766 -1.255 8.010  0.099
H37 -1.960 -1.683 5.724  0.093
H38 0.675 0.767 5.013  0.101
H39 2.689 2.162 4.810  0.098
H40 3.116 3.428 2.727  0.098
H41 1.513 3.276 0.846  0.103
H42 -0.485 1.879 1.027  0.080

***

Entry 2:
Here is 6 unconnected molecules or ions with the total composition C40H42IO21PS from the Open Molecules 2025 dataset. Energies are from wB97M-V/def2-TZVPD.

As for the spin multiplicity: 1. For the gap between HOMO and LUMO, the calculation gives 6.3833 eV. The SMILES is CCCCC[PH2](CSCC)CC(=O)I.O=C1C=C(O)C(=O)C=C1O.O=C1C=C(O)C(=O)C=C1O.O=C1C=C(O)C(=O)C=C1O.O=C1C=C(O)C(=O)C=C1O.O=C1C=C(O)C(=O)C=C1O. Its largest force on an atom is 5.62 eV/Å.

Last column: Löwdin charge in e.
Positions of all 106 atoms, in Å:
C1 1.419 -2.429 -2.708  -0.115
C2 2.110 -2.069 -1.303  -0.260
C3 3.576 -1.413 -1.458  -0.199
C4 4.660 -2.400 -0.817  -0.248
C5 4.878 -2.242 0.765  -0.295
P1 3.806 -3.365 1.844  0.726
C6 4.635 -4.981 1.176  -0.678
S1 3.271 -6.175 0.787  0.754
C7 3.596 -7.104 -0.787  -0.530
C8 2.702 -6.524 -1.983  -0.188
C9 2.947 -1.882 2.732  -0.362
C10 1.580 -1.415 2.064  -0.823
O1 1.519 -0.217 1.671  -0.108
I1 -0.198 -2.635 1.813  0.807
H1 0.715 -1.586 -3.001  0.074
H2 2.207 -2.551 -3.520  0.067
H3 0.866 -3.423 -2.581  0.073
H4 1.471 -1.332 -0.717  0.073
H5 2.230 -3.052 -0.720  0.074
H6 3.647 -0.332 -1.113  0.112
H7 3.791 -1.394 -2.592  0.103
H8 5.671 -2.137 -1.309  0.113
H9 4.422 -3.462 -1.159  0.098
H10 5.973 -2.541 0.975  0.101
H11 4.758 -1.136 1.013  0.088
H12 2.518 -3.909 1.438  -0.052
H13 4.343 -3.726 3.149  0.036
H14 5.377 -4.803 0.334  0.025
H15 5.243 -5.452 2.039  0.035
H16 4.717 -7.063 -1.029  0.049
H17 3.282 -8.203 -0.636  0.080
H18 2.738 -7.227 -2.895  0.076
H19 2.982 -5.455 -2.286  0.062
H20 1.606 -6.522 -1.633  0.072
H21 2.674 -2.233 3.799  0.089
H22 3.639 -0.979 2.889  0.092
O2 -3.259 -0.459 0.423  0.080
C11 -3.416 0.623 0.964  -0.326
C12 -2.303 1.539 1.225  0.058
C13 -2.513 2.707 1.833  -0.234
O3 -1.489 3.570 2.079  0.091
C14 -3.876 3.121 2.271  -0.307
O4 -4.027 4.189 2.841  0.109
C15 -4.994 2.216 1.989  0.077
C16 -4.784 1.048 1.377  -0.220
O5 -5.810 0.196 1.105  0.091
H23 -1.318 1.227 0.904  0.139
H24 -1.898 4.336 2.526  0.113
H25 -5.981 2.536 2.296  0.104
H26 -5.398 -0.571 0.664  0.115
O6 -6.308 5.489 -4.328  0.112
C17 -5.527 4.882 -3.617  -0.312
C18 -5.587 3.427 -3.445  0.078
C19 -4.722 2.801 -2.644  -0.215
O7 -4.763 1.452 -2.475  0.098
C20 -3.673 3.552 -1.897  -0.289
O8 -2.911 2.951 -1.159  0.115
C21 -3.597 5.002 -2.087  0.088
C22 -4.459 5.628 -2.891  -0.217
O9 -4.400 6.973 -3.080  0.100
H27 -6.355 2.895 -3.991  0.137
H28 -4.040 1.244 -1.852  0.105
H29 -2.819 5.532 -1.552  0.122
H30 -5.127 7.180 -3.699  0.116
O10 -12.807 4.540 2.366  0.114
C23 -11.701 4.065 2.175  -0.312
C24 -11.216 3.713 0.837  0.079
C25 -10.004 3.179 0.673  -0.218
O11 -9.539 2.849 -0.561  0.099
C26 -9.105 2.921 1.834  -0.292
O12 -8.012 2.415 1.646  0.098
C27 -9.580 3.295 3.169  0.083
C28 -10.791 3.832 3.333  -0.221
O13 -11.245 4.187 4.564  0.098
H31 -11.879 3.903 0.004  0.138
H32 -8.645 2.483 -0.412  0.116
H33 -8.911 3.118 4.001  0.139
H34 -12.141 4.547 4.416  0.117
O14 6.637 -6.497 -0.624  0.063
C29 7.746 -6.969 -0.817  -0.286
C30 8.235 -7.306 -2.156  0.083
C31 9.449 -7.837 -2.322  -0.220
O15 9.919 -8.152 -3.557  0.100
C32 10.344 -8.107 -1.160  -0.312
O16 11.438 -8.609 -1.348  0.116
C33 9.863 -7.748 0.177  0.080
C34 8.651 -7.214 0.342  -0.214
O17 8.190 -6.873 1.575  0.100
H35 7.576 -7.107 -2.990  0.139
H36 10.813 -8.519 -3.409  0.118
H37 10.529 -7.933 1.010  0.139
H38 7.294 -6.512 1.428  0.098
O18 3.396 6.350 2.187  0.113
C35 2.457 6.555 1.439  -0.312
C36 1.903 7.895 1.220  0.078
C37 0.862 8.075 0.404  -0.222
O19 0.338 9.311 0.188  0.096
C38 0.226 6.930 -0.308  -0.309
O20 -0.735 7.130 -1.032  0.101
C39 0.794 5.594 -0.109  0.078
C40 1.837 5.414 0.705  -0.222
O21 2.377 4.182 0.898  0.103
H39 2.372 8.717 1.744  0.137
H40 -0.402 9.174 -0.435  0.116
H41 0.335 4.774 -0.645  0.138
H42 3.113 4.317 1.526  0.117